[1]
74
Properties=species:S:1:pos:R:3 method="wB97M-V/def2-TZVPD" charge=+2 relative_energy_ev=0.0000 e_lumo_ev=-6.099 homo_lumo_gap_ha=0.2327
Zr 0.767 0.939 0.730
C 3.927 0.596 0.940
N 2.864 0.043 0.063
C 2.787 -1.418 0.265
C 2.152 -1.726 1.596
C 2.243 -2.990 2.140
C 1.612 -3.245 3.348
C 0.916 -2.222 3.974
C 0.845 -0.991 3.359
N 1.448 -0.738 2.180
C 3.168 0.384 -1.357
C 1.960 0.783 -2.164
C 1.886 0.529 -3.518
C 0.801 1.024 -4.230
C -0.175 1.750 -3.567
C -0.051 1.929 -2.204
N 0.997 1.457 -1.516
C 3.797 2.089 1.001
C 4.884 2.919 1.184
C 4.680 4.291 1.213
C 3.396 4.781 1.040
C 2.357 3.888 0.869
N 2.544 2.556 0.856
H 4.913 0.289 0.580
H 3.807 0.178 1.941
H 3.785 -1.865 0.209
H 2.170 -1.842 -0.529
H 2.804 -3.759 1.627
H 1.667 -4.228 3.796
H 0.418 -2.374 4.920
H 0.279 -0.181 3.793
H 3.697 -0.442 -1.835
H 3.851 1.237 -1.356
H 2.666 -0.037 -4.009
H 0.719 0.840 -5.293
H -1.032 2.152 -4.087
H -0.814 2.441 -1.629
H 5.875 2.498 1.292
H 5.514 4.965 1.353
H 3.193 5.842 1.037
H 1.340 4.228 0.739
O -4.804 4.105 2.395
C -3.584 3.587 2.243
O -3.321 2.883 1.303
C -2.535 3.886 3.240
C -2.451 4.666 4.373
N -1.201 4.516 4.843
N -0.452 3.679 4.110
C -1.256 3.306 3.139
C -0.797 2.382 2.076
O -0.781 1.120 2.255
O -0.344 2.800 0.959
H -4.890 4.616 3.210
H -3.161 5.304 4.874
H -0.800 4.942 5.662
C -6.343 -6.078 -4.635
C -5.417 -5.214 -3.826
O -5.720 -4.182 -3.302
S -3.743 -5.901 -3.748
C -2.908 -4.606 -2.886
C -1.787 -4.023 -3.470
C -1.101 -3.022 -2.808
C -1.537 -2.589 -1.553
C -2.663 -3.177 -0.969
C -3.340 -4.182 -1.631
C -0.841 -1.544 -0.877
C -0.251 -0.643 -0.299
H -7.342 -6.019 -4.209
H -6.004 -7.111 -4.677
H -6.375 -5.680 -5.650
H -1.464 -4.351 -4.449
H -0.234 -2.561 -3.264
H -3.001 -2.838 0.001
H -4.209 -4.639 -1.180

=====

[2]
68
Properties=species:S:1:pos:R:3 method="wB97M-V/def2-TZVPD" charge=+2 s_squared=0.785 relative_energy_ev=0.0000 e_lumo_ev="-7.098 / -6.089" homo_lumo_gap_ha="0.2667 / 0.3066" spin_multiplicity=2
Co 1.278 0.122 -0.027
S -0.056 2.247 0.077
C -1.714 1.544 0.105
C -2.765 2.367 -0.276
C -4.060 1.869 -0.275
C -4.303 0.555 0.100
C -3.252 -0.266 0.482
C -1.950 0.222 0.491
As -0.479 -0.908 1.026
C -0.972 -2.701 0.584
C -0.699 -3.160 -0.703
C -1.099 -4.434 -1.074
C -1.764 -5.243 -0.161
C -2.030 -4.785 1.121
C -1.635 -3.510 1.501
C -0.405 -0.812 2.939
C -1.083 0.184 3.631
C -0.955 0.262 5.013
C -0.158 -0.649 5.692
C 0.519 -1.645 4.996
C 0.402 -1.725 3.618
H -2.569 3.389 -0.575
H -4.879 2.510 -0.572
H -5.313 0.168 0.097
H -3.442 -1.294 0.768
H -0.175 -2.532 -1.414
H -0.888 -4.798 -2.070
H -2.072 -6.239 -0.451
H -2.546 -5.419 1.829
H -1.842 -3.154 2.503
H -1.720 0.888 3.110
H -1.490 1.028 5.558
H -0.074 -0.592 6.769
H 1.126 -2.365 5.529
H 0.921 -2.507 3.074
Ge 0.507 1.485 -1.973
C 2.386 1.799 -2.148
C 3.093 2.439 -1.122
C 4.474 2.565 -1.210
C 5.141 2.061 -2.315
C 4.444 1.426 -3.339
C 3.070 1.286 -3.257
C -0.865 1.536 -3.286
C -1.924 0.632 -3.299
C -2.907 0.767 -4.266
C -2.831 1.792 -5.201
C -1.776 2.692 -5.184
C -0.781 2.569 -4.223
H 0.533 -0.143 -1.491
H 2.569 2.880 -0.281
H 5.023 3.073 -0.429
H 6.215 2.172 -2.388
H 4.975 1.048 -4.202
H 2.531 0.792 -4.058
H -1.987 -0.164 -2.566
H -3.735 0.071 -4.293
H -3.602 1.886 -5.954
H -1.724 3.485 -5.918
H 0.046 3.270 -4.215
N 3.333 0.521 3.416
C 3.992 -0.587 2.940
C 3.422 -0.872 1.743
N 2.424 0.056 1.497
C 2.402 0.882 2.530
H 3.520 0.984 4.292
H 4.797 -1.064 3.470
H 3.657 -1.662 1.051
H 1.723 1.709 2.662

=====

[3]
67
Properties=species:S:1:pos:R:3 method="wB97M-V/def2-TZVPD" charge=0 s_squared=2.015 relative_energy_ev=0.3419 e_lumo_ev="0.151 / -1.201" homo_lumo_gap_ha="0.2458 / 0.2369" spin_multiplicity=3
Au -1.495 0.267 -0.302
C 4.826 1.951 -1.095
C 3.909 2.334 -0.120
C 2.737 1.617 0.040
C 2.471 0.508 -0.766
C 3.389 0.128 -1.737
C 4.565 0.853 -1.897
P 0.921 -0.375 -0.448
C 0.960 -1.801 -1.574
C 0.496 -1.590 -2.871
C 0.498 -2.624 -3.794
C 0.948 -3.884 -3.423
C 1.399 -4.104 -2.130
C 1.411 -3.065 -1.209
C 1.160 -0.969 1.250
C 2.321 -1.562 1.670
C 2.482 -1.955 3.015
C 1.490 -1.704 3.919
C 0.297 -1.043 3.535
C -0.708 -0.712 4.481
C -1.819 -0.029 4.091
C -2.001 0.344 2.733
C -1.057 0.024 1.805
C 0.121 -0.677 2.180
H 5.743 2.512 -1.224
H 4.106 3.189 0.512
H 2.028 1.911 0.807
H 3.193 -0.728 -2.370
H 5.279 0.553 -2.654
H 0.117 -0.616 -3.160
H 0.134 -2.449 -4.798
H 0.938 -4.695 -4.140
H 1.738 -5.088 -1.834
H 1.749 -3.253 -0.199
H 3.135 -1.721 0.970
H 3.398 -2.439 3.327
H 1.611 -1.985 4.959
H -0.567 -1.002 5.515
H -2.579 0.232 4.817
H -2.899 0.873 2.436
S -3.773 1.391 -0.560
C -2.797 2.819 -0.663
N -1.502 2.718 -0.780
C -0.892 3.963 -0.802
C 0.476 4.190 -0.946
C 0.936 5.491 -0.964
C 0.050 6.568 -0.849
C -1.310 6.355 -0.724
C -1.774 5.044 -0.702
S -3.401 4.448 -0.576
H 1.152 3.353 -1.058
H 1.996 5.680 -1.076
H 0.433 7.580 -0.867
H -1.992 7.191 -0.648
C -3.147 -3.698 0.787
C -3.289 -2.231 0.370
C -4.608 -2.037 -0.369
C -2.087 -1.828 -0.469
H -4.001 -4.027 1.384
H -2.241 -3.858 1.377
H -3.089 -4.343 -0.095
H -3.300 -1.633 1.287
H -4.617 -2.645 -1.278
H -4.785 -1.004 -0.663
H -5.450 -2.353 0.251
H -2.240 -2.007 -1.536
H -1.189 -2.353 -0.145

=====

[4]
75
Properties=species:S:1:pos:R:3 method="wB97M-V/def2-TZVPD" charge=0 relative_energy_ev=0.0000 e_lumo_ev=-0.167 homo_lumo_gap_ha=0.2898
Bi -0.721 -22.289 9.939
N -8.128 -20.704 13.334
C -6.782 -21.091 13.287
C -6.187 -21.738 14.367
C -4.879 -22.150 14.279
C -4.125 -21.850 13.147
C -4.709 -21.174 12.085
C -6.017 -20.807 12.159
S -2.457 -22.482 13.120
O -2.365 -23.412 14.189
O -1.492 -21.417 13.080
N -2.270 -23.109 11.594
C -2.842 -24.295 11.355
N -3.903 -24.651 12.121
C -4.431 -25.823 11.902
C -4.022 -26.621 10.832
C -2.930 -26.197 10.105
N -2.327 -25.051 10.389
H -8.719 -21.137 13.983
H -8.589 -20.740 12.430
H -6.760 -22.071 15.223
H -4.439 -22.711 15.077
H -4.148 -20.900 11.196
H -6.502 -20.199 11.403
H -5.242 -26.098 12.525
H -4.556 -27.524 10.612
H -2.528 -26.757 9.278
S 0.216 -19.508 6.266
C 1.145 -20.901 5.872
C 1.506 -21.366 4.596
C 2.114 -22.608 4.509
C 2.463 -23.381 5.666
C 2.075 -22.921 6.929
C 1.396 -21.646 7.003
N 0.864 -21.117 8.165
C 0.217 -19.995 7.947
C -0.573 -19.302 8.959
C -0.766 -17.927 8.853
C -1.462 -17.255 9.845
C -1.995 -17.991 10.893
C -1.808 -19.389 10.962
C -1.105 -20.068 10.018
H 1.314 -20.750 3.765
H 2.320 -23.019 3.549
H 3.040 -24.264 5.619
H 2.312 -23.413 7.865
H -0.367 -17.375 8.010
H -1.614 -16.208 9.917
H -2.575 -17.527 11.694
H -2.173 -19.866 11.860
C 7.660 -20.736 12.358
C 6.554 -20.556 13.417
C 6.267 -19.052 13.458
C 7.079 -21.044 14.775
C 5.309 -21.366 12.980
C 5.367 -22.779 12.816
C 4.314 -23.523 12.395
C 3.143 -22.846 12.087
O 1.991 -23.330 11.536
B 1.199 -22.217 11.356
O 1.852 -21.045 11.729
C 3.060 -21.459 12.201
C 4.113 -20.712 12.696
H 8.555 -20.115 12.580
H 7.285 -20.382 11.406
H 7.976 -21.761 12.304
H 7.243 -18.597 13.593
H 5.706 -18.781 14.317
H 5.782 -18.599 12.572
H 7.819 -20.334 15.138
H 7.529 -22.074 14.713
H 6.283 -21.115 15.530
H 6.286 -23.277 12.987
H 4.342 -24.603 12.237
H 3.950 -19.629 12.820

=====

[5]
83
Properties=species:S:1:pos:R:3 method="wB97M-V/def2-TZVPD" charge=-2 s_squared=0.761 relative_energy_ev=1.0101 e_lumo_ev="3.981 / 3.981" homo_lumo_gap_ha="0.1961 / 0.2051" spin_multiplicity=2
Ru -0.634 0.286 -0.108
C -4.326 1.431 -2.600
C -3.198 1.371 -1.604
S -2.356 -0.140 -1.462
C -2.862 2.423 -0.826
C -3.601 3.734 -0.905
S -1.591 2.302 0.343
H -4.409 0.486 -3.138
H -4.167 2.223 -3.339
H -5.288 1.627 -2.113
H -4.667 3.611 -0.683
H -3.525 4.173 -1.905
H -3.187 4.447 -0.193
C 4.864 -6.292 -0.852
O 4.274 -5.562 0.195
C 2.999 -5.904 0.552
C 2.345 -7.041 0.095
C 1.051 -7.299 0.534
C 0.389 -6.423 1.378
C 1.066 -5.291 1.844
C 2.360 -5.041 1.438
N -0.913 -6.842 1.815
N -1.838 -6.036 2.032
C -1.729 -4.647 1.788
C -2.385 -3.843 2.706
C -2.318 -2.455 2.683
C -1.604 -1.802 1.671
O -1.426 -0.536 1.623
C -1.020 -2.626 0.639
N -0.393 -1.946 -0.350
C 0.170 -2.615 -1.324
C 0.070 -4.012 -1.426
C -0.566 -4.715 -0.443
C -1.088 -4.031 0.677
H 5.809 -5.801 -1.072
H 4.236 -6.282 -1.748
H 5.058 -7.331 -0.565
H 2.825 -7.733 -0.583
H 0.532 -8.194 0.211
H 0.581 -4.580 2.498
H 2.873 -4.146 1.768
H -2.934 -4.346 3.495
H -2.800 -1.853 3.442
H 0.710 -2.035 -2.063
H 0.499 -4.513 -2.283
H -0.670 -5.790 -0.519
C 1.993 3.710 0.868
N 2.541 2.806 1.866
C 3.635 3.126 2.604
C 4.162 2.274 3.500
C 3.526 0.969 3.676
O 3.991 0.134 4.483
N 2.422 0.697 2.939
C 1.948 1.535 2.012
O 0.979 1.321 1.266
H 2.447 4.693 1.007
H 0.913 3.779 0.979
H 2.192 3.348 -0.141
H 4.047 4.111 2.421
H 5.033 2.531 4.084
F 1.786 0.089 -7.600
C 1.533 0.376 -6.309
C 0.671 -0.403 -5.565
F 0.077 -1.463 -6.143
C 0.415 -0.096 -4.239
F -0.448 -0.905 -3.601
C 0.994 0.983 -3.579
Se 0.725 1.563 -1.785
C 1.859 1.746 -4.373
F 2.483 2.820 -3.860
C 2.131 1.463 -5.697
F 2.975 2.238 -6.404
C 4.954 -1.464 1.303
N 3.894 -1.911 2.173
C 2.605 -1.840 1.716
N 1.645 -2.072 2.703
O 2.327 -1.632 0.548
H 5.872 -2.017 1.512
H 5.150 -0.392 1.420
H 4.650 -1.645 0.274
H 4.015 -1.682 3.154
H 1.914 -1.596 3.558
H 0.777 -1.656 2.389

=====

[6]
78
Properties=species:S:1:pos:R:3 method="wB97M-V/def2-TZVPD" charge=-1 relative_energy_ev=6.0524 e_lumo_ev="1.796 / 1.803" homo_lumo_gap_ha="0.0880 / 0.0872"
K 2.018 1.332 0.135
C 3.015 0.290 4.668
N 3.877 -0.066 3.596
C 4.557 -1.270 3.571
C 5.406 -1.301 2.516
N 5.324 -0.097 1.879
C 4.396 0.721 2.579
S 4.067 2.262 2.236
C 5.929 0.224 0.652
C 7.296 0.187 0.358
C 7.682 0.314 -0.975
C 6.728 0.718 -1.889
C 5.417 0.794 -1.484
N 4.965 0.521 -0.207
H 2.143 0.954 4.256
H 3.634 0.964 5.300
H 2.635 -0.536 5.183
H 4.484 -2.119 4.323
H 6.068 -2.069 2.261
H 8.048 0.028 1.218
H 8.706 0.046 -1.269
H 7.062 0.783 -2.933
H 4.663 1.083 -2.215
N -0.001 1.901 -3.095
C -0.467 2.728 -2.068
C 0.393 3.806 -1.735
C 0.033 4.807 -0.785
C -1.229 4.516 -0.123
C -2.068 3.496 -0.524
C -1.684 2.557 -1.465
P -2.382 0.904 -1.121
C -3.362 0.356 -2.562
C -3.404 1.078 -3.750
C -4.072 0.547 -4.822
C -5.036 -0.408 -4.629
C -5.216 -1.023 -3.350
C -4.295 -0.715 -2.407
C -3.396 0.782 0.377
C -4.751 1.129 0.129
C -5.822 0.650 0.921
C -5.423 -0.001 2.122
C -4.135 -0.508 2.317
C -3.128 0.062 1.551
H 0.803 1.319 -2.833
H -0.715 1.506 -3.758
H 1.344 3.830 -2.320
H 0.668 5.677 -0.595
H -1.471 4.988 0.826
H -2.895 3.366 0.138
H -3.092 2.088 -3.906
H -3.864 0.966 -5.829
H -5.720 -0.561 -5.430
H -5.948 -1.750 -3.199
H -4.311 -1.084 -1.373
H -4.882 1.715 -0.768
H -6.846 0.695 0.593
H -6.205 -0.227 2.836
H -3.875 -1.343 3.042
H -2.099 0.024 1.892
O 1.399 -0.880 -1.132
As -0.270 -1.538 -1.467
O -0.673 -1.854 -3.016
O -1.146 0.055 -0.803
C -0.644 -2.821 -0.044
C -1.564 -3.872 -0.343
C -2.234 -4.604 0.577
C -2.001 -4.447 1.980
C -0.929 -3.632 2.300
C -0.228 -2.837 1.308
S 0.969 -1.666 1.899
O 1.183 -2.114 3.293
O 0.441 -0.353 1.627
O 2.215 -1.840 1.039
H 1.793 -1.427 -0.233
H -1.681 -4.020 -1.420
H -2.862 -5.395 0.258
H -2.692 -4.861 2.772
H -0.645 -3.529 3.349

=====

Repeat the first record exactly.
74
Properties=species:S:1:pos:R:3 method="wB97M-V/def2-TZVPD" charge=+2 relative_energy_ev=0.0000 e_lumo_ev=-6.099 homo_lumo_gap_ha=0.2327
Zr 0.767 0.939 0.730
C 3.927 0.596 0.940
N 2.864 0.043 0.063
C 2.787 -1.418 0.265
C 2.152 -1.726 1.596
C 2.243 -2.990 2.140
C 1.612 -3.245 3.348
C 0.916 -2.222 3.974
C 0.845 -0.991 3.359
N 1.448 -0.738 2.180
C 3.168 0.384 -1.357
C 1.960 0.783 -2.164
C 1.886 0.529 -3.518
C 0.801 1.024 -4.230
C -0.175 1.750 -3.567
C -0.051 1.929 -2.204
N 0.997 1.457 -1.516
C 3.797 2.089 1.001
C 4.884 2.919 1.184
C 4.680 4.291 1.213
C 3.396 4.781 1.040
C 2.357 3.888 0.869
N 2.544 2.556 0.856
H 4.913 0.289 0.580
H 3.807 0.178 1.941
H 3.785 -1.865 0.209
H 2.170 -1.842 -0.529
H 2.804 -3.759 1.627
H 1.667 -4.228 3.796
H 0.418 -2.374 4.920
H 0.279 -0.181 3.793
H 3.697 -0.442 -1.835
H 3.851 1.237 -1.356
H 2.666 -0.037 -4.009
H 0.719 0.840 -5.293
H -1.032 2.152 -4.087
H -0.814 2.441 -1.629
H 5.875 2.498 1.292
H 5.514 4.965 1.353
H 3.193 5.842 1.037
H 1.340 4.228 0.739
O -4.804 4.105 2.395
C -3.584 3.587 2.243
O -3.321 2.883 1.303
C -2.535 3.886 3.240
C -2.451 4.666 4.373
N -1.201 4.516 4.843
N -0.452 3.679 4.110
C -1.256 3.306 3.139
C -0.797 2.382 2.076
O -0.781 1.120 2.255
O -0.344 2.800 0.959
H -4.890 4.616 3.210
H -3.161 5.304 4.874
H -0.800 4.942 5.662
C -6.343 -6.078 -4.635
C -5.417 -5.214 -3.826
O -5.720 -4.182 -3.302
S -3.743 -5.901 -3.748
C -2.908 -4.606 -2.886
C -1.787 -4.023 -3.470
C -1.101 -3.022 -2.808
C -1.537 -2.589 -1.553
C -2.663 -3.177 -0.969
C -3.340 -4.182 -1.631
C -0.841 -1.544 -0.877
C -0.251 -0.643 -0.299
H -7.342 -6.019 -4.209
H -6.004 -7.111 -4.677
H -6.375 -5.680 -5.650
H -1.464 -4.351 -4.449
H -0.234 -2.561 -3.264
H -3.001 -2.838 0.001
H -4.209 -4.639 -1.180